This record from the OMol25 dataset describes a structure of composition C22H45Br14InNO2 in a non-equilibrium geometry. The level of theory is the ωB97M-V functional and the def2-TZVPD basis.

Values from the calculation:
**Calculated total energy**: -1014892.2487 eV
**Orbital gap**: 5.109 eV
**F_max**: 8.0 eV/A
**Lowest unoccupied orbital energy**: 1.60 eV
**HOMO**: -0.1289 Eh
**Charge**: -1
**Energy relative to the best compared isomer or geometry (same formula, charge and spin)**: 501.7 kJ/mol

Cartesian coordinates (Å):
C: 0.46 3.94 3.55
C: -0.47 2.98 2.55
C: -1.65 2.09 3.26
N: -0.21 3.03 1.19
In: 0.89 1.32 0.53
C: 0.29 0.61 -1.57
C: -0.98 -0.42 -1.44
C: -0.78 -1.88 -2.15
C: 0.65 -2.62 -1.86
O: 0.50 -3.57 -0.74
C: 1.71 -3.63 0.10
O: 1.89 -4.63 0.97
H: 0.73 3.37 4.55
H: -0.07 4.95 3.81
H: 1.45 4.20 2.96
H: -2.36 1.65 2.42
H: -2.31 2.81 3.93
H: -1.17 1.23 3.93
H: 0.54 -0.04 1.66
H: 2.66 1.68 0.49
H: 1.22 0.20 -2.16
H: -0.07 1.58 -2.14
H: -1.31 -0.51 -0.31
H: -1.90 0.10 -1.99
H: -1.62 -2.65 -1.79
H: -0.92 -1.76 -3.31
H: 0.88 -3.29 -2.82
H: 1.57 -1.91 -1.74
H: 2.50 -2.75 0.05
Br: -4.62 0.18 -1.63
C: -5.31 0.72 -3.38
C: -5.41 -0.47 -4.31
Br: -3.66 -0.98 -5.01
H: -4.65 1.51 -3.75
H: -6.30 1.14 -3.18
H: -6.00 -0.21 -5.20
H: -5.84 -1.36 -3.84
Br: -2.70 -5.51 1.52
C: -0.87 -5.85 2.08
C: -0.81 -6.95 3.12
Br: -1.37 -6.30 4.87
H: -0.46 -4.90 2.44
H: -0.34 -6.15 1.17
H: 0.21 -7.30 3.26
H: -1.45 -7.81 2.88
Br: -8.61 -1.72 -5.21
C: -9.30 -0.88 -6.84
C: -8.75 0.52 -6.99
Br: -9.67 1.77 -5.81
H: -10.39 -0.92 -6.78
H: -8.95 -1.52 -7.65
H: -8.95 0.90 -8.00
H: -7.69 0.60 -6.78
Br: 4.72 4.65 3.66
C: 4.65 6.11 2.37
C: 4.12 7.38 3.01
Br: 2.18 7.29 3.23
H: 4.05 5.77 1.53
H: 5.68 6.25 2.04
H: 4.30 8.24 2.37
H: 4.54 7.57 4.00
Br: 3.57 -1.51 -3.27
C: 5.41 -1.85 -2.70
C: 5.46 -2.95 -1.67
Br: 4.90 -2.30 0.08
H: 5.82 -0.90 -2.35
H: 5.93 -2.15 -3.61
H: 6.49 -3.29 -1.53
H: 4.83 -3.80 -1.91
Br: 7.46 -7.40 -0.41
C: 5.64 -6.72 -0.26
C: 4.75 -7.28 -1.35
Br: 5.08 -6.40 -3.06
H: 5.70 -5.62 -0.28
H: 5.29 -7.04 0.73
H: 3.70 -7.08 -1.13
H: 4.89 -8.35 -1.51
Br: -1.01 7.91 4.72
C: -0.39 7.74 6.57
C: 0.41 8.95 6.99
Br: 2.22 8.89 6.25
H: 0.17 6.80 6.63
H: -1.30 7.66 7.16
H: 0.55 8.96 8.07
H: -0.03 9.90 6.68

Atom charges from the Mulliken analysis, given in e for atoms 1 to 4: C -0.236; C 0.210; C -0.794; N -0.527